C25H21HfI2N5O2 as an isolated structure. Source: the Open Molecules 2025 dataset; level of theory: ωB97M-V/def2-TZVPD.

The LUMO energy comes out at -6.39 eV. The HOMO energy comes out at -13.2 eV. The value obtained for the maximum force is 0.0436 hartree/bohr. For the HOMO-LUMO gap, the calculation gives 0.25101 Ha. For the energy above the lowest of the compared OMol25 structures with the same formula, charge and spin, the calculation gives 0.199 eV. Its net charge is +2. The spin multiplicity is 1.

```
56
Properties=species:S:1:pos:R:3:nbo_charge:R:1
Hf 0.053 -0.080 -0.006 2.595
I -0.743 -7.505 2.408 0.238
C -0.748 -5.578 1.581 -0.146
C -1.654 -5.256 0.577 -0.251
C -1.636 -3.984 0.038 -0.185
I -3.014 -3.380 -1.427 0.205
C -0.713 -3.024 0.474 0.304
O -0.686 -1.802 -0.099 -0.909
C 0.164 -3.352 1.510 -0.134
C 1.135 -2.311 2.010 -0.232
N 0.501 -0.962 2.161 -0.697
C -0.717 -1.004 3.001 -0.278
C -1.715 0.046 2.594 0.247
C -2.700 0.464 3.472 -0.228
C -3.672 1.346 3.032 -0.080
C -3.640 1.778 1.713 -0.232
C -2.619 1.340 0.901 0.098
N -1.657 0.497 1.327 -0.615
C 0.142 -4.629 2.055 -0.213
H -2.368 -5.989 0.230 0.258
H 1.959 -2.216 1.293 0.213
H 1.559 -2.642 2.960 0.235
H 1.168 -0.368 2.642 0.407
H -0.473 -0.912 4.059 0.238
H -1.201 -1.972 2.863 0.262
H -2.710 0.095 4.489 0.251
H -4.445 1.693 3.706 0.256
H -4.387 2.454 1.323 0.259
H -2.556 1.666 -0.125 0.220
H 0.826 -4.880 2.856 0.239
O 1.085 3.684 -1.253 -0.535
C 0.864 2.674 -0.628 0.636
N -0.153 1.789 -0.836 -0.877
C -0.825 1.931 -2.126 -0.283
C -0.697 0.642 -2.894 0.253
C -1.155 0.534 -4.197 -0.231
C -0.980 -0.659 -4.874 -0.087
C -0.347 -1.716 -4.227 -0.234
C 0.065 -1.545 -2.928 0.096
N -0.096 -0.384 -2.261 -0.626
C 1.859 2.246 0.430 0.140
C 2.666 3.199 1.025 -0.181
C 3.733 2.786 1.803 -0.090
C 3.970 1.420 1.928 -0.217
C 3.108 0.529 1.329 0.042
N 2.039 0.915 0.604 -0.618
H -1.881 2.198 -2.023 0.223
H -0.358 2.744 -2.684 0.276
H -1.628 1.385 -4.667 0.250
H -1.326 -0.766 -5.894 0.252
H -0.194 -2.661 -4.727 0.256
H 0.539 -2.352 -2.385 0.220
H 2.461 4.243 0.830 0.276
H 4.385 3.506 2.277 0.258
H 4.824 1.051 2.479 0.260
H 3.284 -0.534 1.424 0.216
```